ORCA calculation (ωB97M-V with the def2-TZVPD basis set) on a cluster of 12 separate species, H24O12 in total at a distorted geometry.

- energy above the lowest of the compared OMol25 structures with the same formula, charge and spin (kcal/mol) = 12.82
- SMILES = O.O.O.O.O.O.O.O.O.O.O.O

```
36
Properties=species:S:1:pos:R:3:forces:R:3
O -7.71817 -9.12291 -3.22924 0.8 0.6 0.6
H -8.54186 -8.65026 -3.16452 -0.5 0.1 -0.2
H -7.70046 -9.62818 -4.04396 -0.2 -0.6 -0.5
O -7.19706 -11.20213 -5.18714 0.5 0.5 0.6
H -7.34870 -11.39570 -6.10828 -0.1 -0.1 -0.5
H -6.22081 -11.17075 -5.12650 -0.4 -0.2 0.0
O -4.46630 -11.58213 -6.21042 0.0 -0.5 -0.3
H -4.29551 -12.14597 -5.41992 0.0 0.4 -0.6
H -4.18417 -12.08899 -6.99495 -0.2 0.2 0.7
O -2.66698 -8.02794 -2.88817 -0.3 0.7 -1.0
H -2.33468 -8.29956 -2.04374 0.3 0.2 0.6
H -2.79081 -7.05008 -2.94345 0.0 -0.6 0.3
O -5.86739 -10.71466 -1.84423 0.6 -0.7 -0.1
H -5.67135 -10.88798 -0.92625 -0.1 0.2 0.4
H -6.28896 -9.85903 -1.92225 -0.6 0.3 0.0
O -2.19789 -11.91452 -4.59650 0.1 -0.4 0.2
H -2.65676 -11.08112 -4.40947 -0.2 0.1 0.2
H -1.28058 -11.69640 -4.73716 0.4 0.1 -0.1
O -6.21951 -6.48282 -4.35108 0.0 0.0 -0.2
H -6.54892 -7.31875 -4.00859 -0.2 -0.2 0.6
H -6.13737 -6.71851 -5.29011 0.0 0.1 -0.1
O -4.51917 -13.00847 -3.58174 0.9 -0.7 0.3
H -4.72515 -13.00637 -2.64066 -0.5 0.2 -0.1
H -3.59175 -13.32350 -3.57124 -0.5 0.4 -0.4
O -4.17653 -10.07145 -3.88558 -0.2 0.0 -0.5
H -4.18866 -9.10575 -3.99213 0.3 -0.4 0.7
H -4.42148 -10.30509 -2.96839 -0.2 0.3 -0.5
O -2.60299 -9.34015 -6.32157 -0.4 0.0 -0.1
H -2.26065 -9.05574 -5.46178 -0.3 -0.2 -0.1
H -3.28794 -10.03716 -6.18048 0.7 0.4 0.2
O -5.88736 -8.16300 -6.55724 -0.4 0.4 -0.2
H -5.07348 -7.93427 -7.00110 0.5 0.0 -0.3
H -5.62974 -8.85968 -5.95979 0.1 -0.7 0.3
O -3.65937 -5.56784 -3.79502 -0.3 -0.2 0.5
H -4.59648 -5.86893 -3.83637 0.2 0.1 0.0
H -3.35125 -5.66947 -4.69258 0.2 0.1 -0.4
```
Forces are in eV/Å.


ORCA calculation (ωB97M-V with the def2-TZVPD basis set) on a cluster of 2 separate species, C22H28N3O2 in total at a distorted geometry.

- energy above the lowest of the compared OMol25 structures with the same formula, charge and spin (kcal/mol) = 13.53
- charge = +1

```
55
Properties=species:S:1:pos:R:3:forces:R:3
C -0.71965 1.93851 -1.97879 0.2 0.0 -0.7
C -0.99245 2.02370 -0.54032 -0.1 0.0 1.1
N -2.04507 2.72881 -0.06674 0.1 0.0 -0.5
C -2.08414 2.69948 1.32385 0.2 -0.6 0.5
C -0.98533 1.91718 1.76193 -0.3 0.7 -0.1
C -0.82135 1.71603 3.13576 -0.4 0.2 0.3
C -1.74982 2.28620 4.02706 0.3 -0.3 -0.4
C -2.86302 3.00967 3.56039 0.1 0.1 -0.6
C -3.03789 3.23228 2.18449 0.0 -0.2 0.3
C -0.25135 1.51486 0.55222 -0.9 0.2 0.2
C 0.88812 0.69487 0.47812 0.3 0.5 -2.3
C 1.95707 0.75497 1.44070 0.9 -0.4 1.3
C 2.13578 1.88334 2.28240 -0.1 -0.3 0.0
C 3.03345 1.85490 3.34432 -0.1 0.0 -0.5
C 3.80191 0.71095 3.58787 -0.2 -0.1 -0.1
C 4.68136 0.63475 4.79580 0.2 -0.1 0.2
C 3.73569 -0.36013 2.68537 0.2 0.2 -0.3
C 2.87480 -0.31348 1.59616 -0.4 0.2 0.0
H 0.34562 1.75474 -2.13421 -0.2 0.0 -0.1
H -1.28492 1.12660 -2.46179 0.1 0.2 0.1
H -0.98812 2.88542 -2.46551 0.1 -0.3 0.0
H -2.69237 3.25333 -0.65783 0.4 -0.3 0.3
H 0.03095 1.13651 3.49098 -0.3 0.2 0.1
H -1.60125 2.16720 5.10443 -0.1 0.0 -0.4
H -3.59531 3.39725 4.27347 0.3 -0.1 -0.3
H -3.89762 3.75896 1.76469 0.2 -0.1 0.4
H 1.15959 0.28756 -0.49874 0.2 1.1 0.1
H 1.57384 2.78931 2.06864 0.0 -0.2 0.2
H 3.13858 2.73011 3.99082 0.0 -0.3 -0.2
H 5.20693 -0.32522 4.82147 0.0 0.2 0.1
H 5.42319 1.44396 4.81238 -0.2 -0.2 0.0
H 4.08106 0.72727 5.71012 0.1 0.0 -0.2
H 4.41280 -1.20860 2.81755 -0.3 0.3 -0.1
H 2.90216 -1.09697 0.83796 -0.1 0.0 0.3
C -1.23193 -4.33113 -3.98500 0.0 -0.3 0.4
C -1.41464 -2.83094 -4.05841 -0.5 -0.1 -0.5
C -0.26426 -2.18677 -4.79503 0.4 0.3 0.1
C -2.72531 -2.50718 -4.77018 -0.4 0.2 0.2
O -1.58041 -2.23865 -2.68114 1.2 -0.2 0.1
C -0.51439 -2.22931 -1.83513 0.1 -0.8 -0.9
N -0.89866 -1.63048 -0.65596 -0.4 0.3 -0.4
N 0.09047 -1.28603 0.26136 0.0 -0.3 1.3
O 0.60248 -2.70697 -2.00665 -1.3 0.8 0.4
H -2.08636 -4.80102 -3.48412 0.2 0.1 0.0
H -1.16430 -4.75175 -4.99947 0.0 0.2 0.3
H -0.31125 -4.57292 -3.44888 -0.1 -0.1 -0.1
H -0.40457 -1.10108 -4.84486 0.1 -0.1 0.0
H 0.67522 -2.41790 -4.28996 0.0 0.1 -0.2
H -0.22199 -2.56989 -5.82381 -0.1 0.1 0.3
H -2.90470 -1.42225 -4.79484 0.1 -0.3 0.0
H -2.70321 -2.86885 -5.81211 0.1 0.1 0.5
H -3.58318 -2.97988 -4.26970 0.3 0.1 -0.1
H -1.76945 -1.10581 -0.64763 0.4 -0.1 0.1
H -0.27572 -1.34357 1.21629 0.3 -0.7 -0.4
H 0.91291 -1.87196 0.08018 -0.5 -0.1 0.2
```
Forces are in eV/Å.


ORCA calculation (ωB97M-V with the def2-TZVPD basis set) on a cluster of 2 separate species, C16H17NO7 in total at a distorted geometry.

- energy above the lowest of the compared OMol25 structures with the same formula, charge and spin (kcal/mol) = 136.36
- SMILES = C#C[C@@H]1COC(=O)[C@@H]1CC(=O)N(C)C.O=C1C=C(O)C(=O)C=C1O

```
41
Properties=species:S:1:pos:R:3:forces:R:3
C 4.35296 -0.57531 -0.10779 0.2 0.5 0.3
C 4.20858 0.55815 -0.53031 -1.0 1.0 0.6
C 3.79247 2.02967 -0.79025 -1.1 0.1 0.5
C 3.04766 2.79360 0.41836 0.5 -0.9 -0.3
O 2.56354 4.05028 -0.15713 1.0 -1.0 -1.8
C 2.51553 3.88011 -1.57789 -0.3 0.0 -0.4
O 2.37416 4.78953 -2.35315 0.1 -1.2 1.5
C 2.72983 2.35104 -1.91968 1.6 -0.6 -0.8
C 1.47945 1.36952 -2.04829 0.0 -0.2 1.3
C 0.07060 2.06190 -1.87427 -0.1 0.6 -0.9
O -0.36880 2.82116 -2.72578 0.7 -1.3 1.4
N -0.68490 1.70884 -0.65933 0.4 0.3 -1.0
C -2.02452 1.16281 -1.02103 -1.2 0.4 0.9
C -0.77023 2.85051 0.27716 -0.4 0.5 1.2
H 4.55186 -1.54136 0.40496 -0.3 1.3 -1.0
H 4.66839 2.73637 -0.95946 -0.7 -1.3 -0.1
H 2.09394 2.30590 0.76869 1.5 -0.1 0.1
H 3.89754 2.91619 1.15383 -1.7 0.4 -0.2
H 3.29639 2.17496 -2.87937 -0.8 1.1 0.8
H 1.55822 0.85776 -3.04986 -0.4 0.7 1.1
H 1.58414 0.57416 -1.23933 -0.2 1.0 -1.1
H -2.26283 0.28568 -0.33654 0.4 0.9 -1.2
H -2.81958 1.95217 -0.79015 0.9 -0.9 -0.5
H -2.12925 0.90783 -2.11242 0.3 0.1 1.2
H 0.17264 3.47148 0.32659 -0.9 -0.8 -0.3
H -1.63725 3.55841 0.05569 1.0 -0.8 0.0
H -0.95359 2.46307 1.33505 0.2 0.4 -1.3
O -2.65669 -5.54862 3.66085 0.2 0.4 0.1
C -2.60980 -4.80437 2.69852 -0.3 -0.6 -0.3
C -3.12582 -5.18429 1.38254 0.1 0.0 0.3
C -3.03827 -4.34120 0.34968 -0.5 -0.8 -0.6
O -3.51078 -4.67203 -0.87221 0.5 0.7 0.6
C -2.41354 -2.99264 0.49552 0.3 0.6 0.3
O -2.33628 -2.26013 -0.47494 -0.2 -0.4 -0.1
C -1.91912 -2.60310 1.81644 -0.1 0.1 -0.3
C -2.00966 -3.44472 2.85036 0.5 0.8 0.6
O -1.56158 -3.10377 4.07822 -0.4 -0.7 -0.6
H -3.57375 -6.16421 1.28969 0.0 0.0 0.0
H -3.32723 -3.89909 -1.44105 0.0 -0.1 0.0
H -1.48482 -1.61697 1.91265 0.0 0.0 0.0
H -1.73960 -3.87932 4.64548 0.0 0.1 0.0
```
Forces are in eV/Å.


ORCA calculation (ωB97M-V with the def2-TZVPD basis set) on a structure of composition C39H55CaN2O3PSe3Si2Te at a distorted geometry.

```
107
Properties=species:S:1:pos:R:3:forces:R:3
Ca 0.23868 0.45766 1.09783 -1.0 0.0 0.6
O -2.31177 5.35441 3.55818 -0.1 0.1 0.1
C -1.28280 5.49318 2.57839 0.0 0.0 0.0
C -0.80579 4.09908 2.14592 0.0 0.0 0.0
C 0.24789 4.31497 1.05797 0.0 -0.1 0.0
O -0.27565 4.90561 -0.11854 -0.1 0.0 0.0
C -0.19563 3.43879 3.39890 0.0 -0.1 -0.1
Se 1.06998 1.91388 3.26820 0.1 0.2 0.2
C -2.05475 3.36970 1.59935 0.1 0.0 -0.1
Se -1.86490 1.94719 0.22663 -0.4 0.1 -0.2
H -2.61849 6.23407 3.80021 0.0 -0.1 0.0
H -0.43494 6.04813 2.99800 0.0 0.0 0.0
H -1.65059 6.03241 1.70021 0.0 0.0 0.0
H 0.72367 3.35667 0.82072 0.0 0.1 0.1
H 1.03281 4.97834 1.43359 0.0 0.0 0.0
H -0.81308 4.21435 -0.53900 0.0 0.0 0.0
H -1.00912 3.11360 4.04430 0.0 0.1 0.0
H 0.36059 4.19428 3.95479 0.0 0.0 0.0
H -2.69154 4.10490 1.10713 0.0 0.0 0.0
H -2.63654 2.96802 2.42667 0.0 0.0 0.0
O 1.81500 -0.77095 0.33034 1.1 -0.5 -0.2
P 3.30733 -0.56101 0.52694 0.0 -0.1 0.0
C 4.20995 -1.96129 -0.14861 -0.1 0.0 -0.1
C 3.60672 -3.21049 0.00286 0.0 0.0 0.0
C 4.24171 -4.34801 -0.46432 0.0 0.0 0.0
C 5.48159 -4.24534 -1.08138 0.0 0.0 0.0
C 6.09418 -3.00860 -1.21368 0.0 0.0 0.0
C 5.46258 -1.86543 -0.74562 0.0 0.0 0.1
C 3.86112 0.95510 -0.24852 0.2 0.0 0.0
C 4.15441 0.98664 -1.61334 0.0 0.0 0.0
C 4.48823 2.18503 -2.21987 0.0 0.0 0.0
C 4.52072 3.35430 -1.47162 0.0 0.0 0.0
C 4.20431 3.33296 -0.12207 0.0 0.0 0.0
C 3.87586 2.13616 0.49631 -0.1 0.0 0.0
C 3.74390 -0.49480 2.26320 0.0 0.0 0.0
C 2.84003 -0.96790 3.20639 0.0 0.0 0.0
C 3.18174 -0.97161 4.55085 0.0 0.0 0.0
C 4.42810 -0.51924 4.94650 0.0 0.0 0.0
C 5.34394 -0.06668 4.00312 0.0 0.0 0.0
C 5.00642 -0.05473 2.66278 0.0 0.0 0.0
H 2.63676 -3.28586 0.47905 0.0 0.0 0.0
H 3.77053 -5.31459 -0.34684 0.0 0.0 0.0
H 5.96936 -5.13164 -1.46343 0.0 0.0 0.0
H 7.06596 -2.93216 -1.68231 0.0 0.0 0.0
H 5.94895 -0.90439 -0.84676 0.0 0.0 0.0
H 4.10676 0.08037 -2.20375 0.0 0.0 0.0
H 4.70813 2.21041 -3.27846 0.0 0.0 0.0
H 4.78565 4.28886 -1.94737 0.0 0.0 0.0
H 4.19934 4.24936 0.45111 0.0 0.0 0.0
H 3.59214 2.12880 1.54256 0.0 0.0 0.0
H 1.86216 -1.32005 2.90560 0.0 0.0 0.0
H 2.46264 -1.31310 5.28129 0.0 0.0 0.0
H 4.68865 -0.50696 5.99616 0.0 0.0 0.0
H 6.31853 0.28211 4.31692 0.0 0.0 0.0
H 5.71758 0.30591 1.92904 0.0 0.0 0.0
C -5.12799 -2.38939 -5.06855 0.0 0.0 0.0
Si -4.20298 -1.57077 -3.66131 0.0 0.1 0.0
C -3.43532 0.02507 -4.25695 0.0 -0.1 0.0
C -5.37586 -1.20707 -2.24892 0.0 0.0 0.0
C -2.89488 -2.76640 -3.03442 0.0 0.1 0.0
Te -1.73913 -1.93226 -1.43028 0.0 -0.1 0.1
C 0.14602 -2.80418 -1.96724 -0.1 0.0 -0.1
Si 1.01914 -1.90850 -3.37262 0.1 0.0 0.0
C 2.72076 -2.67887 -3.56176 0.0 0.0 0.0
C 0.09974 -2.08839 -4.99329 0.0 0.0 0.0
C 1.17216 -0.09437 -2.95275 0.0 0.0 0.0
H -5.90606 -1.72962 -5.45543 0.0 0.0 0.0
H -5.60534 -3.31630 -4.74817 0.0 0.0 0.0
H -4.45338 -2.62683 -5.89223 0.0 0.0 0.0
H -4.21444 0.77538 -4.40164 0.0 0.0 0.0
H -2.91718 -0.10127 -5.20906 0.0 0.0 0.0
H -2.72540 0.42115 -3.52933 0.0 0.0 0.0
H -6.09379 -0.43461 -2.52759 0.0 0.0 0.0
H -4.83868 -0.84462 -1.36883 0.0 0.1 0.0
H -5.93762 -2.09922 -1.96481 0.0 0.0 0.0
H -2.19004 -3.02134 -3.82266 0.0 0.0 -0.1
H -3.34204 -3.69093 -2.67056 0.0 0.0 0.0
H -0.02145 -3.86559 -2.15062 0.0 0.0 0.0
H 0.75716 -2.71320 -1.06631 0.0 0.0 0.1
H 2.63806 -3.76499 -3.63786 0.0 0.0 0.0
H 3.35812 -2.46041 -2.70144 0.0 0.0 0.0
H 3.22649 -2.32115 -4.46002 0.0 0.0 0.0
H -0.04213 -3.13546 -5.26638 0.0 0.0 0.0
H 0.66536 -1.61025 -5.79478 0.0 0.0 0.0
H -0.87742 -1.60792 -4.94938 -0.1 0.0 0.0
H 1.60477 0.03721 -1.95923 0.0 0.0 -0.1
H 0.19608 0.39320 -2.95306 0.0 0.0 0.0
H 1.81029 0.42711 -3.66906 0.0 0.0 0.0
C -2.34845 0.43144 4.21595 0.0 0.0 0.0
N -3.04750 -0.37297 3.23158 0.0 -0.1 0.0
C -2.53880 -1.40882 2.53571 -0.1 0.2 0.0
Se -0.83018 -2.10117 2.62292 0.1 0.1 -0.2
N -3.51801 -1.87442 1.73286 0.0 -0.1 0.0
C -4.67400 -1.12715 1.89632 0.0 0.0 0.0
C -5.92922 -1.19857 1.31727 0.0 0.0 0.0
C -6.86287 -0.26356 1.73244 0.0 0.0 0.0
C -6.55264 0.70447 2.69269 0.0 0.0 0.0
C -5.29810 0.76932 3.27541 0.0 0.0 0.0
C -4.36824 -0.16820 2.85790 0.0 0.0 -0.1
H -1.29225 0.16802 4.21168 0.0 0.0 0.0
H -2.77307 0.25730 5.20582 0.0 0.0 0.0
H -2.45123 1.48301 3.95148 0.0 0.0 0.0
H -3.33458 -2.59260 1.04522 0.0 0.1 0.0
H -6.16846 -1.94304 0.57237 0.0 0.0 0.0
H -7.85355 -0.28094 1.30075 0.0 0.0 0.0
H -7.30729 1.42156 2.98331 0.0 0.0 0.0
H -5.05358 1.52072 4.01236 0.0 0.0 0.0
```
Forces are in eV/Å.


no.,frontier orbital gap (eV)
1,11.10
2,7.31
3,7.36
4,6.97